The following is a quantum chemistry calculation of 2 unconnected molecules or ions with the total composition C3H7N2P at a distorted geometry, from OMol25.

Summary:
F_max = 3.09 eV/A
energy = -15489.2456 eV
SMILES string = C=[PH]=NC.C#N
HOMO energy = -8.5 eV
Kohn-Sham gap = 8.86 eV

Each line ends with the natural charge from an NBO analysis.
Element x y z (Å)
1 C 1.24915 -0.96701 1.73849  -1.039
2 P 1.21163 -0.15163 0.25784  1.419
3 N 0.38227 1.00435 -0.32283  -0.996
4 C -1.02042 1.30509 0.05574  -0.453
5 H 0.38097 -0.82204 2.44066  0.256
6 H 1.68260 -1.90349 1.72447  0.234
7 H 2.28105 0.08655 -0.57315  -0.006
8 H -0.99429 1.88634 0.98956  0.209
9 H -1.33305 1.80160 -0.85113  0.195
10 H -1.67214 0.48469 -0.02437  0.202
11 C -0.65883 -0.87458 -1.78412  0.070
12 N -1.00463 -1.71865 -1.08635  -0.345
13 H -0.50430 -0.13122 -2.56480  0.253

---

The following is a quantum chemistry calculation of a molecular structure, C57H55FGaN5O3P2SSi, from OMol25.

Summary:
F_max = 0.50 eV/A
energy = -165966.1034 eV
HOMO energy = -11.3 eV
total charge = +2
Kohn-Sham gap = 6.92 eV

Each line ends with the Mulliken charge.
Element x y z (Å)
1 Ga -0.23867 -0.93781 -0.16516  2.804
2 C -1.54029 -2.03613 2.80060  -1.412
3 Si -0.45490 -0.63259 2.18952  0.103
4 C 1.29527 -0.93659 2.85508  0.539
5 C 1.48734 -0.87016 4.24008  -0.632
6 C 2.68108 -1.24142 4.83451  -1.090
7 C 3.72464 -1.71525 4.05125  -0.766
8 C 3.57036 -1.78038 2.67919  -0.832
9 C 2.37710 -1.37655 2.07325  -0.219
10 P 2.29193 -1.36196 0.25284  1.427
11 C 3.36823 -0.00321 -0.29505  0.448
12 C 3.11396 0.53199 -1.55908  -0.153
13 C 3.91386 1.54642 -2.06444  -0.740
14 C 4.96833 2.03907 -1.31000  -0.707
15 C 5.22003 1.51729 -0.04922  -0.618
16 C 4.42164 0.50569 0.46147  -0.649
17 C 3.16915 -2.88107 -0.22888  0.228
18 C 4.18862 -2.86649 -1.17547  -0.624
19 C 4.78380 -4.05590 -1.57748  -0.763
20 C 4.36202 -5.26242 -1.03917  -0.574
21 C 3.34805 -5.27968 -0.08771  -0.814
22 C 2.75366 -4.09596 0.31695  -0.304
23 C -1.12748 0.95540 2.98347  0.376
24 C -1.65080 0.79583 4.27627  -0.767
25 C -2.07701 1.87009 5.03834  -1.031
26 C -1.98811 3.15690 4.52646  -0.947
27 C -1.49420 3.34107 3.24899  -0.169
28 C -1.08187 2.25852 2.46785  0.337
29 P -0.46077 2.56868 0.77668  0.425
30 C -1.79912 3.59891 0.01332  -0.037
31 C -1.43590 4.23046 -1.10657  -0.566
32 C -2.27633 4.87168 -2.13670  -1.221
33 C -3.44494 4.08223 -2.69128  -0.634
34 C -4.73274 2.12002 -1.43423  -2.179
35 C -3.94806 2.26565 -0.15236  -0.073
36 C 0.85674 3.78465 1.15789  0.583
37 C 2.05951 3.22217 1.58400  -0.463
38 C 3.10582 4.02825 2.00095  -0.535
39 C 2.97431 5.40938 1.97174  -0.732
40 C 1.78804 5.97748 1.53309  -0.785
41 C 0.73134 5.16993 1.13491  -0.050
42 H -1.45521 -2.18397 3.87813  0.476
43 H -1.25508 -2.97518 2.32457  0.457
44 H -2.58666 -1.83835 2.56076  0.312
45 H 0.68152 -0.52138 4.87434  0.377
46 H 2.79436 -1.17581 5.90832  0.435
47 H 4.65312 -2.03102 4.50766  0.454
48 H 4.38424 -2.15444 2.06921  0.558
49 H 2.28236 0.16066 -2.14434  0.117
50 H 3.71240 1.95071 -3.04739  0.497
51 H 5.59258 2.83083 -1.70173  0.393
52 H 6.04348 1.89821 0.54017  0.470
53 H 4.62813 0.11292 1.44840  0.382
54 H 4.52769 -1.92824 -1.59547  0.438
55 H 5.58720 -4.03586 -2.30171  0.445
56 H 4.83568 -6.18658 -1.34301  0.429
57 H 3.03241 -6.21716 0.35159  0.460
58 H 1.97120 -4.11527 1.06757  0.399
59 H -1.73376 -0.19625 4.70054  0.367
60 H -2.47240 1.70504 6.03195  0.463
61 H -2.29946 4.00607 5.11988  0.467
62 H -1.41704 4.34612 2.84708  0.440
63 H -0.38206 4.21208 -1.37147  0.692
64 H -1.71708 5.46630 -2.84755  0.564
65 H -3.64456 4.28846 -3.73442  0.569
66 H -5.60246 1.50323 -1.59561  0.383
67 H -4.24656 1.52160 0.58177  0.642
68 H 2.17581 2.14319 1.59935  0.137
69 H 4.02700 3.57732 2.34370  0.465
70 H 3.79390 6.04048 2.28812  0.399
71 H 1.67943 7.05391 1.51146  0.445
72 H -0.19584 5.62817 0.81572  0.234
73 F -4.45190 5.09371 1.74768  -0.471
74 C -3.99853 4.74713 0.51124  -0.751
75 C -3.23686 3.47064 0.50374  0.194
76 C -3.30454 1.68776 -1.33193  -0.708
77 C -2.45677 0.52855 -1.47874  1.010
78 O -2.19779 -0.19151 -0.49708  -0.421
79 C -1.94137 0.35693 -2.78933  -0.277
80 C -2.64049 0.94145 -3.81454  -0.331
81 N -3.59693 1.87709 -3.68687  0.823
82 C -4.28514 2.31439 -4.88397  -0.503
83 C -5.33657 1.41602 -5.46478  -0.855
84 C -5.72831 2.68654 -4.76893  -0.429
85 C -3.72589 2.61780 -2.43216  1.165
86 C -3.70074 5.32377 -1.86952  -0.152
87 C -4.29158 5.52762 -0.52251  -1.251
88 N -5.15423 6.64387 -0.40640  0.781
89 C -6.26640 6.65683 0.51238  -0.539
90 C -7.42827 7.41565 -0.11053  -0.926
91 N -6.97187 8.80442 -0.48839  -0.142
92 C -5.76781 8.76797 -1.39540  -0.774
93 C -4.68142 7.97780 -0.68739  -0.705
94 C -0.72199 -0.44869 -3.03097  -0.057
95 O -0.44867 -0.91554 -4.11654  -0.713
96 O 0.09664 -0.53894 -1.99785  0.239
97 H -3.18144 3.19269 1.55800  1.008
98 H -2.43384 0.62181 -4.83108  0.592
99 H -3.66850 2.87060 -5.58070  0.713
100 H -5.52792 0.48597 -4.94874  0.255
101 H -5.41327 1.36623 -6.54052  0.301
102 H -6.18672 2.59792 -3.79414  0.128
103 H -6.08044 3.51830 -5.36143  0.280
104 H -4.00164 6.12076 -2.54012  0.864
105 H -5.99947 7.12431 1.47269  0.360
106 H -6.60248 5.64701 0.73191  0.425
107 H -8.26416 7.52182 0.57913  0.428
108 H -7.76369 6.94173 -1.03163  0.338
109 H -6.72524 9.31193 0.36675  0.397
110 H -7.73490 9.32231 -0.92735  0.352
111 H -5.47992 9.79352 -1.61811  0.433
112 H -6.08711 8.26116 -2.30539  0.364
113 H -4.42559 8.50020 0.25134  0.300
114 H -3.77551 7.97503 -1.28908  0.486
115 S -0.81786 -3.27871 -0.46693  -0.588
116 C 0.12143 -3.91204 -1.75025  0.179
117 N 0.13035 -5.21450 -2.02790  -0.110
118 C 1.04644 -5.54044 -3.11923  -0.508
119 C 1.44982 -4.13990 -3.62347  -0.602
120 N 0.92743 -3.26002 -2.57690  0.585
121 H -0.33241 -5.88901 -1.44423  0.227
122 H 0.54460 -6.13158 -3.88247  0.353
123 H 1.90479 -6.09670 -2.74180  0.270
124 H 0.99523 -3.88878 -4.58184  0.316
125 H 2.52994 -4.03300 -3.69820  0.377
126 H 0.80557 -2.26301 -2.72194  -0.280

---

The following is a quantum chemistry calculation of a single C13H20N2O molecule, from OMol25.

Summary:
F_max = 0.51 eV/A
energy = -18834.4163 eV
SMILES string = CCCCNC(=O)Nc1ccccc1CC
HOMO energy = -8.1 eV
Kohn-Sham gap = 8.68 eV

Each line ends with the natural charge from an NBO analysis.
Element x y z (Å)
1 C -1.47554 -0.77023 -3.36910  -0.605
2 C -0.45147 -1.26687 -4.38349  -0.394
3 C 0.84697 -0.45817 -4.40438  -0.398
4 C 1.72490 -0.62784 -3.16222  -0.225
5 N 1.22814 0.08509 -2.00945  -0.633
6 C 0.92069 -0.54989 -0.83909  0.792
7 O 1.10792 -1.73631 -0.67779  -0.653
8 N 0.39139 0.31249 0.09668  -0.643
9 C -0.00265 0.05003 1.41391  0.238
10 C 0.14200 -1.21585 1.97081  -0.271
11 C -0.24924 -1.45660 3.27409  -0.194
12 C -0.78785 -0.43604 4.03354  -0.236
13 C -0.93427 0.82533 3.48105  -0.200
14 C -0.55216 1.09624 2.17678  -0.075
15 C -0.71203 2.47097 1.56570  -0.429
16 C -1.33156 3.52661 2.47465  -0.601
17 H -1.13771 -0.95146 -2.35333  0.209
18 H -2.41878 -1.29437 -3.50626  0.210
19 H -1.65779 0.29577 -3.49651  0.192
20 H -0.89434 -1.22109 -5.38196  0.199
21 H -0.21653 -2.31152 -4.17256  0.201
22 H 1.43598 -0.77641 -5.26717  0.210
23 H 0.61497 0.60232 -4.53856  0.186
24 H 1.78098 -1.67875 -2.87061  0.237
25 H 2.73880 -0.27375 -3.38963  0.188
26 H 1.02576 1.06374 -2.13161  0.381
27 H 0.28595 1.27185 -0.19291  0.391
28 H 0.56216 -2.00501 1.37133  0.257
29 H -0.12985 -2.44496 3.69171  0.212
30 H -1.09576 -0.61404 5.05310  0.209
31 H -1.35746 1.60856 4.08896  0.209
32 H 0.27437 2.83423 1.25189  0.202
33 H -1.33976 2.38604 0.67040  0.204
34 H -0.71880 3.68773 3.35810  0.209
35 H -2.33190 3.23446 2.78423  0.209
36 H -1.40526 4.47022 1.93712  0.213

---

The following is a quantum chemistry calculation of a molecular structure, C4H10N2O at a distorted geometry, from OMol25.

Summary:
F_max = 3.24 eV/A
energy = -9335.8122 eV
HOMO energy = -7.6 eV
Kohn-Sham gap = 8.48 eV

Each line ends with the natural charge from an NBO analysis.
Element x y z (Å)
1 C -1.54729 1.32163 -1.23209  -0.681
2 C -1.03202 0.12803 -0.46176  0.477
3 N -0.57545 -0.95614 -1.05046  -0.782
4 N -0.81279 0.25523 0.84808  -0.604
5 H -0.69177 -0.96085 -2.05712  0.356
6 H 0.70325 -1.16633 -0.43538  0.291
7 H -0.82572 1.21076 1.18224  0.376
8 H -2.23205 1.91180 -0.62319  0.220
9 H -0.71016 1.96600 -1.51367  0.236
10 H -2.06471 1.00472 -2.13767  0.227
11 C 1.50327 -0.96100 0.66112  -0.232
12 C 0.43806 -0.62013 1.58526  -0.202
13 O 2.37208 0.14545 0.43461  -0.746
14 H 2.84592 -0.00133 -0.38889  0.469
15 H 2.03051 -1.88637 0.90341  0.173
16 H 0.70800 0.10028 2.35506  0.203
17 H -0.10912 -1.49174 1.93047  0.217

---

Q: The lowest Kohn-Sham gap belongs to which entry?
A: C57H55FGaN5O3P2SSi

---

Q: Which value of Kohn-Sham gap does entry 2 give?
A: 6.92 eV

---

Q: Number 4 is which compound?
A: C4H10N2O

---

Q: Among the records above, which one has the lowest F_max?
A: C57H55FGaN5O3P2SSi